[1]
C35H60F8O11S8 | ωB97M-V/def2-TZVPD

Calculated values
Relative energy (zero: lowest compared OMol25 entry of this formula, charge and spin): 0.0 kcal per mole
Orbital gap: 6.77 eV
HOMO level: -0.3189 Ha
Largest force on an atom: 3.13 eV/Å
E: -168204.2680 eV
Spin multiplicity: 1

Geometry as XYZ:
```
122
Properties=species:S:1:pos:R:3:mulliken_charge:R:1
C 4.3448 -1.6387 5.1881 -1.28
C 3.2382 -1.5866 6.2553 1.22
C 3.8205 -1.7448 7.6871 -0.02
F 4.3410 -2.9372 7.9919 -0.26
F 4.6573 -0.7051 7.9629 -0.27
F 2.7101 -0.3339 6.1876 -0.28
F 2.2558 -2.4875 6.0931 -0.31
O 3.7075 -1.3837 3.9448 -0.21
C 4.0143 -2.2588 2.9259 0.70
C 3.3389 -1.7385 1.6282 1.09
F 3.7358 -0.4635 1.3957 -0.19
F 3.5907 -2.4964 0.5455 -0.25
F 5.3565 -2.2216 2.6892 -0.28
F 3.5987 -3.4905 3.2402 -0.28
H 4.9006 -2.5528 5.4336 0.52
H 5.0878 -0.8589 5.3495 0.41
H 2.9563 -1.5231 8.3310 0.31
H 2.2530 -1.6925 1.7854 -0.63
C -6.1613 -4.7348 0.7189 -0.83
S -6.5922 -6.3859 0.1131 0.49
O -7.1848 -6.9862 1.3515 -0.65
C -8.1031 -6.0584 -0.9167 -0.83
H -5.9968 -3.9641 -0.0312 0.18
H -5.3163 -4.8841 1.3863 0.33
H -7.0582 -4.5729 1.3185 0.45
H -7.9934 -5.2531 -1.6431 0.28
H -8.9815 -5.8157 -0.3195 0.30
H -8.2577 -7.0391 -1.3617 0.33
C 4.5380 3.6307 -4.4588 -1.15
S 3.6461 3.0510 -2.9751 0.62
O 4.5807 2.3260 -2.0257 -0.57
C 3.3143 4.6514 -2.2201 -0.60
H 5.4147 4.2428 -4.2603 0.33
H 3.7905 4.0831 -5.1141 0.40
H 4.8603 2.7772 -5.0594 0.36
H 2.3422 4.9487 -2.6226 0.31
H 4.0653 5.4062 -2.4311 0.43
H 3.1450 4.4352 -1.1682 -0.10
C 6.9699 1.9955 0.4168 -0.72
S 6.5507 2.5069 2.1060 0.51
O 7.1969 3.8603 2.1808 -0.67
C 4.7820 2.8228 1.8191 -0.54
H 8.0493 1.8287 0.3586 0.45
H 6.7947 2.8471 -0.2363 0.18
H 6.5650 1.0158 0.1621 0.17
H 4.3783 3.3598 2.6731 0.44
H 4.2370 1.9782 1.4023 0.00
H 4.7746 3.5602 1.0063 0.21
C -0.8559 -3.0180 -3.6712 -0.56
S -1.7678 -4.4879 -4.1638 0.43
O -1.2259 -5.6257 -3.3434 -0.62
C -3.4063 -4.1591 -3.4495 -0.76
H -0.9867 -2.9099 -2.5936 -0.15
H -1.3666 -2.1656 -4.1270 0.39
H 0.1715 -3.0883 -4.0121 0.42
H -4.0132 -4.8908 -3.9819 0.41
H -3.7547 -3.2011 -3.8477 0.31
H -3.4726 -4.2195 -2.3679 0.11
C 0.2759 -0.4716 3.7448 -0.46
S -0.8706 0.4368 4.8727 0.41
O 0.0137 1.3502 5.6602 -0.61
C -1.6851 1.3865 3.4945 -0.61
H -0.1136 -0.7599 2.7641 -0.07
H 0.6654 -1.3250 4.2939 0.37
H 1.0696 0.2222 3.4534 0.28
H -1.0030 1.7346 2.7230 0.00
H -2.2209 2.1247 4.0904 0.46
H -2.4447 0.7663 3.0131 0.25
C 4.3736 -1.2381 -2.4367 -0.45
S 5.0334 -2.1018 -3.9005 0.47
O 4.0904 -1.9664 -5.0636 -0.64
C 6.4459 -0.9226 -4.0840 -0.72
H 3.5084 -1.7400 -2.0152 0.16
H 4.1527 -0.1868 -2.6207 0.05
H 5.2118 -1.2536 -1.7363 0.34
H 6.0569 0.0367 -3.7557 0.05
H 6.8570 -0.8995 -5.0910 0.38
H 7.2413 -1.3718 -3.4884 0.34
C -2.4005 5.5763 -3.1996 -0.63
S -1.2724 6.9934 -2.9135 0.58
O -0.9150 7.5443 -4.2568 -0.64
C -2.3889 8.2148 -2.0483 -0.97
H -2.4190 5.2016 -2.1729 0.02
H -1.9741 4.8718 -3.9019 0.33
H -3.3647 5.9844 -3.4939 0.37
H -3.1321 8.5303 -2.7834 0.32
H -1.7986 9.0713 -1.7380 0.31
H -2.9438 7.7831 -1.2156 0.33
C -6.2565 -0.3627 -1.5390 -0.59
S -8.0545 -0.7679 -1.4900 0.35
O -8.2453 -2.2266 -1.2854 -0.53
C -8.4133 0.0041 0.1294 -0.92
H -6.0859 0.2424 -0.6519 0.11
H -6.1390 0.3243 -2.3779 0.44
H -5.5762 -1.2026 -1.6279 0.19
H -7.9204 0.9734 0.0781 0.36
H -7.9594 -0.6563 0.8650 0.29
H -9.4935 0.0821 0.1892 0.33
C -2.5885 -3.3766 0.6518 -0.47
C -1.2519 -3.6812 0.4664 -0.92
C -0.3163 -2.6962 0.1501 -0.79
C -0.6916 -1.3483 0.0371 0.88
C -2.0529 -1.0479 0.2049 0.73
C -2.9605 -2.0516 0.5379 -0.68
C -2.5246 0.3249 -0.0033 0.40
O -3.6618 0.6947 0.1493 -0.72
C -1.4441 1.4266 -0.2096 0.97
C -1.8348 2.7533 -0.0711 -1.27
C -0.8427 3.6929 0.1118 -0.46
C 0.5096 3.3481 0.0226 -0.94
C 0.8741 2.0594 -0.3218 -0.18
C -0.0973 1.0624 -0.4387 -0.27
C 0.2726 -0.3573 -0.4841 0.23
O 1.4030 -0.6979 -0.7697 -0.63
H -3.3647 -4.1180 0.7632 0.19
H -0.8757 -4.6852 0.6175 0.45
H 0.7280 -2.9701 0.0847 0.43
H -4.0237 -1.8405 0.5049 0.57
H -2.8569 3.0514 0.1189 0.55
H -1.0074 4.7483 0.2941 0.54
H 1.2011 4.1694 0.1520 0.43
H 1.9229 1.7836 -0.2985 0.82
```

***

[2]
C35H60O27 | ωB97M-V/def2-TZVPD

Calculated values
SMILES: C[C@H]1COC(=O)O1.C[C@H]1COC(=O)O1.C[C@H]1COC(=O)O1.C[C@H]1COC(=O)O1.C[C@H]1COC(=O)O1.C[C@H]1COC(=O)O1.C[C@H]1COC(=O)O1.C[C@H]1COC(=O)O1.CO.CO.CO
Relative energy (zero: lowest compared OMol25 entry of this formula, charge and spin): 0.0 kcal per mole
Orbital gap: 9.10 eV
HOMO level: -0.3456 Ha
Largest force on an atom: 5.52 eV/Å
E: -92549.2493 eV
Spin multiplicity: 1

Geometry as XYZ:
```
122
Properties=species:S:1:pos:R:3:mulliken_charge:R:1
C -0.5565 2.1496 -2.9474 -0.68
C -1.0045 1.5634 -4.2778 0.77
C -1.2921 2.5432 -5.3917 -0.33
O -0.4958 2.1136 -6.4124 -0.40
C 0.3227 1.0750 -5.9819 0.37
O 1.2788 0.6806 -6.6696 -0.59
O -0.0529 0.6739 -4.8124 0.09
H -0.6164 1.4289 -2.1319 -0.50
H -1.1884 3.0113 -2.7321 0.36
H 0.4484 2.5715 -2.9324 0.50
H -1.9489 1.0826 -4.0228 -0.29
H -0.9247 3.5528 -5.2075 0.24
H -2.3544 2.5925 -5.6306 0.34
C 0.5978 0.6479 3.9910 -1.24
C 0.3030 1.9775 3.4121 1.56
C -1.1458 2.2857 3.1861 1.01
O -1.3963 3.4732 3.8154 -0.42
C -0.2906 3.9144 4.4350 0.45
O -0.1628 5.0329 4.9670 -0.62
O 0.6498 2.9613 4.4015 -0.51
H 0.4783 -0.0201 3.1380 -0.10
H -0.0286 0.4514 4.8612 0.56
H 1.6517 0.6293 4.2686 0.42
H 0.7984 2.1733 2.4611 -0.59
H -1.7801 1.5506 3.6813 0.04
H -1.3401 2.2872 2.1135 -0.58
C -3.1896 -3.3655 -2.4697 -1.57
C -2.3347 -2.2880 -3.1204 0.96
C -0.9809 -1.9145 -2.4595 0.13
O -0.0568 -1.8683 -3.5403 0.16
C -0.5746 -2.4565 -4.6187 0.30
O -0.0494 -2.4853 -5.7272 -0.57
O -1.8597 -2.8757 -4.3445 -0.44
H -3.9922 -3.6194 -3.1622 0.39
H -3.6172 -2.9630 -1.5514 0.19
H -2.5701 -4.2241 -2.2106 0.43
H -2.9913 -1.4634 -3.3979 0.23
H -0.6387 -2.7092 -1.7965 0.32
H -1.1227 -1.0177 -1.8564 -0.49
C -3.7331 -3.7151 4.5995 -1.53
C -3.3479 -2.3675 3.9323 0.32
C -1.8868 -1.9449 3.9549 -0.13
O -1.6467 -1.5691 2.6458 0.33
C -2.6636 -1.9003 1.8564 -0.15
O -2.6657 -1.7799 0.6308 -0.27
O -3.6984 -2.3127 2.5729 -0.37
H -4.8180 -3.7861 4.5208 0.38
H -3.4382 -3.7933 5.6459 0.40
H -3.2013 -4.5170 4.0874 0.38
H -3.8251 -1.5563 4.4821 0.27
H -1.3129 -2.7884 4.3386 0.08
H -1.7865 -1.0645 4.5896 0.21
C 3.1490 -0.3496 -3.2197 -1.14
C 3.5928 -1.6984 -3.6652 1.23
C 3.2072 -2.0290 -5.1210 -0.11
O 4.4279 -2.0501 -5.8182 -0.35
C 5.4242 -2.0435 -4.9737 0.50
O 6.6245 -2.1806 -5.2758 -0.62
O 4.9838 -1.7455 -3.7126 -0.42
H 2.0617 -0.2822 -3.2537 0.05
H 3.6660 0.4076 -3.8093 0.41
H 3.4775 -0.0302 -2.2306 0.22
H 3.0997 -2.4300 -3.0251 -0.23
H 2.4133 -1.3670 -5.4670 0.09
H 2.7697 -3.0144 -5.2810 0.25
C -0.9331 6.1726 -1.2819 -1.21
C 0.3286 5.8394 -0.4475 0.37
C 0.0461 4.9088 0.7668 -0.27
O 0.9528 3.8742 0.5100 0.21
C 1.5788 3.9877 -0.6491 0.35
O 2.2898 3.0809 -1.1675 -0.52
O 1.2700 5.1434 -1.2305 -0.37
H -1.3654 5.2572 -1.6858 0.13
H -0.6476 6.7849 -2.1372 0.38
H -1.7650 6.7451 -0.8719 0.38
H 0.8730 6.6917 -0.0410 0.34
H -0.9958 4.5898 0.7918 -0.02
H 0.2485 5.3434 1.7457 0.39
C -6.2844 1.3417 0.4728 -1.63
C -4.8468 0.7622 0.3414 0.94
C -4.4283 0.3656 -1.0753 -0.55
O -3.0691 0.8103 -1.0469 0.07
C -2.9571 1.8212 -0.1405 0.27
O -2.0470 2.6640 -0.1230 -0.51
O -4.0286 1.8403 0.6663 -0.40
H -7.0339 0.5594 0.3537 0.40
H -6.5112 2.0750 -0.3011 0.39
H -6.4788 1.9068 1.3844 0.36
H -4.6344 -0.0394 1.0488 -0.17
H -4.9137 0.9026 -1.8902 0.42
H -4.5994 -0.6980 -1.2414 0.24
C 4.4185 -3.3385 3.6873 -1.61
C 3.1071 -2.4835 3.8426 1.46
C 1.8478 -3.3095 3.8485 0.01
O 1.2693 -2.9266 5.0454 -0.30
C 2.0771 -2.1340 5.7341 0.57
O 1.7800 -1.5450 6.7726 -0.61
O 3.1737 -1.8891 5.0725 -0.36
H 4.4268 -3.7485 2.6774 0.33
H 4.4942 -4.1136 4.4500 0.41
H 5.2749 -2.6816 3.8399 0.40
H 2.9878 -1.8436 2.9684 -0.50
H 2.0635 -4.3776 3.8218 0.33
H 1.2168 -3.0523 2.9978 -0.07
C 4.8799 1.1698 1.7102 -0.62
O 3.6700 1.8925 1.6075 -0.53
H 5.6914 1.8010 2.0723 0.31
H 4.8956 0.3069 2.3760 0.09
H 5.0587 0.7436 0.7230 0.25
H 3.0184 1.3121 1.2073 0.06
C 0.7413 0.1019 0.1976 1.16
O 2.0453 -0.1585 0.6763 1.15
H 0.0312 -0.5732 0.6753 -0.07
H 0.4128 1.0996 0.4890 -0.68
H 0.6325 -0.0182 -0.8803 -0.56
H 2.3464 -1.0683 0.6210 -0.32
C 1.6003 -3.2096 -0.2633 -0.08
O 2.8008 -2.8088 0.2816 -0.49
H 0.7452 -2.6747 0.1499 -0.30
H 1.5195 -2.9523 -1.3194 0.15
H 1.3700 -4.2366 0.0201 0.46
H 3.5099 -3.2589 -0.1833 0.32
```